Entry 1:
Below is C4H16Br2CdN8O4 as an isolated structure at a distorted geometry, with properties calculated with ωB97M-V/def2-TZVPD.

```
! RIJCOSX wB97M-V def2-TZVPD def2/J DEFGRID3
* xyz 0 1
Cd -0.0456 0.2964 -0.5070
Br 1.4533 -0.1184 -4.6207
Br -1.5300 1.2052 3.8398
C 0.4559 6.1893 -0.0007
O 0.5928 5.0228 -0.3731
N 0.0051 6.5206 1.2343
N 0.4924 7.2567 -0.6505
H -0.3382 5.7402 1.7759
H 0.2147 7.3627 1.7510
H 0.8379 7.0569 -1.5782
H 0.3708 8.1417 -0.1791
C -0.2867 -5.0541 1.5391
O -0.2921 -4.0243 0.8649
N -0.3068 -6.2802 1.0571
N -0.4398 -5.0280 2.8273
H -0.5081 -6.9905 1.7464
H -0.5738 -6.4263 0.0941
H -0.4086 -5.9408 3.2584
H -0.7048 -4.1374 3.2232
C 5.3466 -1.2462 1.2571
O 4.4647 -0.5040 1.2266
N 6.1394 -1.4018 2.2736
N 5.7549 -2.0673 0.3195
H 5.9857 -0.8393 3.0982
H 6.8089 -2.1547 2.2030
H 6.3706 -2.8648 0.3912
H 5.2005 -1.9993 -0.5220
C -5.2094 0.3374 -2.9031
O -4.2067 0.4308 -2.1971
N -5.2721 -0.5538 -3.8260
N -6.2455 1.1625 -2.8424
H -5.8805 -0.5509 -4.6321
H -4.7352 -1.3919 -3.6541
H -6.4207 1.8464 -2.1201
H -7.0894 1.0042 -3.3743
*
```

The calculation puts the energy above the lowest of the compared OMol25 structures with the same formula, charge and spin at 1086.54 kJ/mol. The LUMO energy is -5.15 eV.


Entry 2:
Below is a 5-piece molecular cluster, C4H16ClO4 overall, with properties calculated with ωB97M-V/def2-TZVPD.

```
! RIJCOSX wB97M-V def2-TZVPD def2/J DEFGRID3
* xyz -1 1
Cl 1.0467 -0.0296 -1.2053
C -0.1635 4.1179 -2.3218
O 0.6360 3.3238 -1.4871
H -1.1694 4.2617 -1.9090
H 0.3270 5.0889 -2.3912
H -0.2510 3.6859 -3.3252
H 0.1950 2.4959 -1.2560
C -2.0835 -2.4636 -1.4717
O -1.5436 -1.4217 -2.2455
H -2.7260 -3.1030 -2.0822
H -1.3096 -3.1167 -1.0474
H -2.6482 -2.0695 -0.6152
H -0.6555 -1.2305 -1.8783
C -0.1038 -1.9077 2.0764
O -0.9761 -3.0379 1.8826
H 0.9082 -2.2749 2.1980
H -0.0841 -1.2471 1.2006
H -0.4580 -1.3040 2.9169
H -1.8773 -2.7332 2.0177
C 2.0671 0.6951 2.1030
O 2.7482 -0.3670 1.4709
H 1.7351 1.4286 1.3654
H 1.1568 0.3406 2.6072
H 2.7011 1.1464 2.8706
H 2.5285 -0.2784 0.5266
*
```

The calculation puts the energy above the lowest of the compared OMol25 structures with the same formula, charge and spin at 58.60 kJ/mol. The LUMO energy is 3.34 eV.


Entry 3:
Below is C4H16F3N8O4Y as an isolated structure at a distorted geometry, with properties calculated with ωB97M-V/def2-TZVPD.

```
! RIJCOSX wB97M-V def2-TZVPD def2/J DEFGRID3
* xyz 0 1
Y 7.4244 -6.5436 13.9804
F 7.0475 -5.5534 11.9581
F 7.5651 -7.9556 15.7067
F 9.2926 -5.3071 14.1386
C 9.7400 -8.3677 12.0472
O 9.0035 -7.7963 12.8206
N 10.9112 -7.8295 11.6086
N 9.5548 -9.6797 11.6702
H 11.5127 -8.3561 11.0074
H 11.1397 -6.9343 12.0077
H 8.8447 -10.2348 12.0989
H 10.0752 -10.0248 10.8852
C 4.1734 -5.1011 14.1336
O 5.3215 -5.5000 14.0874
N 3.7527 -4.0997 13.3012
N 3.2253 -5.6687 14.9306
H 4.5454 -3.5775 12.9650
H 2.7857 -3.8666 13.1996
H 2.3062 -5.2790 14.8318
H 3.4256 -6.5036 15.4466
C 5.4590 -9.2745 12.8468
O 5.9850 -8.2797 13.3100
N 4.3120 -9.2134 12.1048
N 5.9547 -10.5331 13.0431
H 4.0605 -8.3019 11.7660
H 3.9370 -10.0389 11.6778
H 6.8241 -10.6204 13.5336
H 5.4979 -11.2852 12.5639
C 7.3442 -3.9024 16.6008
O 7.2204 -4.8824 15.9009
N 6.4668 -3.4710 17.5521
N 8.5196 -3.1985 16.5627
H 5.6517 -4.0388 17.6939
H 6.5597 -2.6044 18.0428
H 9.2678 -3.4667 15.9435
H 8.7704 -2.4662 17.2022
*
```

The calculation puts the energy above the lowest of the compared OMol25 structures with the same formula, charge and spin at 0.00 kJ/mol. The LUMO energy is 0.39 eV.


Entry 4:
Below is C4H16F6FeN4O12S2 as an isolated structure at a distorted geometry, with properties calculated with ωB97M-V/def2-TZVPD.

```
! RIJCOSX wB97M-V def2-TZVPD def2/J DEFGRID3
* xyz 1 6
Fe 29.7366 30.3800 -6.6993
C 31.1910 33.5879 -9.4355
F 30.5735 34.0785 -8.4134
F 30.3940 33.5769 -10.4610
F 32.2475 34.3384 -9.7993
S 31.8228 31.8435 -8.9109
O 33.0203 32.0836 -8.0931
O 30.7953 31.3010 -8.0700
O 31.9266 31.0527 -10.1416
C 26.5826 28.8933 -3.7885
F 26.5444 27.8252 -4.5662
F 25.3838 29.0247 -3.1980
F 27.5640 28.6626 -2.8603
S 26.9392 30.4569 -4.8928
O 28.1214 30.0907 -5.6802
O 25.8246 30.6137 -5.7947
O 27.1868 31.6091 -4.0461
O 28.3202 30.7891 -8.1698
H 28.3376 30.2131 -8.9341
H 27.6050 31.4004 -8.3462
O 29.6186 28.3848 -6.6190
H 29.0609 27.8212 -7.1552
H 30.1243 27.7779 -6.0786
O 29.2320 32.3521 -6.2411
H 28.6308 33.0133 -6.5840
H 29.4476 32.6577 -5.3600
O 30.5470 30.3203 -4.7804
H 30.4841 29.9453 -3.9019
H 31.3022 30.9068 -4.7375
C 30.0309 28.0737 -9.8857
O 29.9066 29.0336 -9.1686
N 29.2743 27.0631 -9.7080
N 30.8461 28.0142 -10.8797
H 29.4171 26.1683 -10.1541
H 28.5015 27.0591 -9.0576
H 30.6294 27.2616 -11.5174
H 31.5122 28.7464 -11.0806
C 33.2675 28.9966 -6.7355
O 32.2079 29.4621 -6.4766
N 34.1549 29.4757 -7.6032
N 33.7165 27.8880 -6.2268
H 33.8779 30.2687 -8.1639
H 35.0846 29.0845 -7.5505
H 34.6144 27.5736 -6.5661
H 33.4613 27.7054 -5.2668
*
```

The LUMO energy (alpha / beta) is -3.09 / -6.27 eV.


Entry 5:
Below is C4H16FO4V2 as an isolated structure at a distorted geometry, with properties calculated with ωB97M-V/def2-TZVPD.

```
! RIJCOSX wB97M-V def2-TZVPD def2/J DEFGRID3
* xyz 3 7
V 0.5817 1.1946 -0.2049
V -2.2669 -2.0957 0.4385
F -0.8252 -0.4806 0.1885
C 0.5334 0.6888 3.0405
O 1.3704 1.0919 1.9509
H 0.4150 1.5218 3.7335
H -0.4143 0.3858 2.5952
H 0.9569 -0.1395 3.6085
H 2.2133 1.4327 2.2590
C -2.0284 2.7796 0.4581
O -0.5947 2.7510 0.6786
H -2.5807 2.6102 1.3824
H -2.2882 3.7948 0.1580
H -2.3489 2.0289 -0.2642
H -0.5154 3.4827 1.2950
C -2.0300 -3.0051 -2.9787
O -1.5390 -2.6106 -1.6902
H -3.0468 -3.3939 -3.0331
H -2.0453 -2.1177 -3.6114
H -1.2905 -3.6486 -3.4553
H -0.7319 -2.1143 -1.8445
C 3.4278 -0.5741 -0.7683
O 2.0433 -0.5501 -0.5073
H 3.6632 0.3361 -1.3199
H 4.0060 -0.6451 0.1530
H 3.7278 -1.3780 -1.4406
H 1.6072 -1.3456 -0.8212
*
```

The calculation puts the energy above the lowest of the compared OMol25 structures with the same formula, charge and spin at 117.77 kJ/mol. The LUMO energy (alpha / beta) is -13.32 / -12.59 eV.


Entry 6:
Below is C4H16LiO8S as an isolated structure at a distorted geometry, with properties calculated with ωB97M-V/def2-TZVPD.

```
! RIJCOSX wB97M-V def2-TZVPD def2/J DEFGRID3
* xyz -1 1
Li -0.2487 0.4342 -0.1412
S -1.8914 -0.0371 2.5840
O -2.8468 0.9482 2.2453
O -2.4690 -1.3232 2.6103
O -0.9466 -0.0096 1.4898
O -1.2321 0.2124 3.8594
C 0.0594 3.0399 -1.1847
O 0.9990 1.9938 -1.0749
H 0.4786 4.0248 -1.2347
H -0.5055 2.8867 -0.2472
H -0.5447 3.1749 -2.0690
H 1.9032 2.1136 -0.8879
C 1.6985 -1.5049 -2.0741
O 1.0396 -0.9871 -0.8754
H 1.2563 -2.5059 -2.2701
H 2.6674 -1.7058 -2.1266
H 1.6525 -0.8592 -2.9294
H 1.4261 -1.5891 -0.1082
C -2.0552 -1.3079 -2.0249
O -2.0193 0.0086 -1.5891
H -1.6297 -1.4969 -3.1905
H -2.8847 -1.7192 -1.9913
H -1.4397 -2.1188 -1.5279
H -2.8848 0.3107 -1.3762
C 1.9620 -0.2381 2.9131
O 1.5703 -0.9316 1.7974
H 1.8320 0.7447 2.7742
H 3.0035 -0.5748 3.1259
H 1.3448 -0.4052 3.7610
H 0.7048 -0.5778 1.7629
*
```

The calculation puts the energy above the lowest of the compared OMol25 structures with the same formula, charge and spin at 105.43 kJ/mol. The LUMO energy is 2.09 eV.


Entry 7:
Below is a 3-piece molecular cluster, C4H16N2O2 overall at a distorted geometry, with properties calculated with ωB97M-V/def2-TZVPD.

```
! RIJCOSX wB97M-V def2-TZVPD def2/J DEFGRID3
* xyz 0 1
C 0.3836 -0.7624 -1.8308
C 1.0868 -1.4354 -0.6364
C 0.5030 -0.8478 0.6906
C 0.9140 0.6102 1.1274
N 0.0941 1.2245 2.1951
N -1.0629 -0.4427 -1.6085
H 0.9120 0.1154 -2.1715
H 0.3660 -1.2684 -2.8218
H 1.0316 -2.5251 -0.5698
H 2.1724 -1.1761 -0.6579
H 0.7075 -1.5149 1.5217
H -0.5799 -0.9485 0.5518
H 1.8997 0.4792 1.5464
H 0.8807 1.2348 0.2332
H -0.0304 0.4906 2.8840
H -0.8215 1.5274 1.8833
H -1.2379 0.3625 -2.1987
H -1.6851 -1.1834 -1.8993
H 0.6393 3.2035 -0.4715
H 0.2131 2.2624 -1.7004
O 0.0594 3.1074 -1.2507
H -1.6621 -0.2411 1.6716
H -2.2757 -1.5933 1.6537
O -2.5077 -0.6789 1.8584
*
```

The calculation puts the energy above the lowest of the compared OMol25 structures with the same formula, charge and spin at 120.70 kJ/mol. As for the SMILES: NCCCCN.O.O. The LUMO energy is 0.68 eV.


Entry 8:
Below is a 3-piece molecular cluster, C4H16N2O2 overall at a distorted geometry, with properties calculated with ωB97M-V/def2-TZVPD.

```
! RIJCOSX wB97M-V def2-TZVPD def2/J DEFGRID3
* xyz 2 1
C -0.7146 0.9971 -1.4129
C -1.4842 1.2505 -0.1159
C -2.0286 -0.0426 0.4621
C -1.0229 -1.8514 1.7936
N -0.8961 -0.8959 0.9794
N 0.3097 2.0700 -1.6167
H -0.1516 0.1002 -1.3101
H -1.3953 0.9081 -2.2453
H -0.8761 1.6964 0.6699
H -2.3445 1.8937 -0.2644
H -2.7170 0.0166 1.2924
H -2.5657 -0.6520 -0.2523
H -2.0037 -2.1600 2.1343
H -0.1735 -2.4040 2.1813
H 0.0350 -0.5306 0.7417
H -0.0359 2.9782 -1.2962
H 0.5485 2.2096 -2.6012
H 1.1111 1.7896 -1.0230
H 2.0638 0.8132 1.1468
H 2.2172 -0.2940 0.0657
O 1.6479 0.4530 0.3529
H 2.5857 -2.9571 -0.1867
H 3.6526 -1.9109 -0.5309
O 2.7808 -2.0120 -0.1133
*
```

The calculation puts the energy above the lowest of the compared OMol25 structures with the same formula, charge and spin at 55.95 kJ/mol. The LUMO energy is -7.74 eV.


Entry 9:
Below is a 2-piece molecular cluster, C4H16N3O overall at a distorted geometry, with properties calculated with ωB97M-V/def2-TZVPD.

```
! RIJCOSX wB97M-V def2-TZVPD def2/J DEFGRID3
* xyz 1 1
N 1.1006 -0.5102 0.9573
C 0.3530 -0.7620 -0.3606
C -0.5239 0.4578 -0.6645
C 0.0782 1.7941 -0.2871
N 1.5704 1.6947 -0.2435
C -0.2593 -2.1612 -0.2787
N 0.6505 -3.0567 0.4563
H 1.5510 -1.4533 1.0391
H 1.6690 0.3989 0.5762
H 0.6887 -0.2476 1.8462
H 1.1299 -0.7438 -1.1471
H -1.5270 0.2422 -0.2813
H -0.8969 0.5051 -1.7107
H -0.2311 2.1631 0.7130
H -0.1939 2.5422 -1.0265
H 1.9065 2.6256 0.0094
H 1.9107 1.5896 -1.1957
H -1.2566 -2.0843 0.1455
H -0.4906 -2.5217 -1.2892
H 1.0428 -3.7500 -0.1682
H 0.1963 -3.5116 1.2391
H -2.0785 2.5219 0.5565
H -3.5165 2.1733 0.9090
O -2.8732 2.0938 0.2053
*
```

The calculation puts the energy above the lowest of the compared OMol25 structures with the same formula, charge and spin at 97.41 kJ/mol. The LUMO energy is -2.74 eV.


| no. | E_tot (Ha) |
| --- | --- |
| 1 | -6216.6591 |
| 2 | -923.1843 |
| 3 | -1239.3538 |
| 4 | -3943.0289 |
| 5 | -2449.6770 |
| 6 | -1169.6014 |
| 7 | -421.9454 |
| 8 | -421.3963 |
| 9 | -401.2603 |